Below is C54H39Cl5N2OP2W as an isolated structure, with properties calculated with ωB97M-V with the def2-TZVPD basis set.

Its highest occupied orbital energy (spin up / spin down) is -13.297 / -13.367 eV. The net charge is +2. As for the multiplicity: 3. For the LUMO energy (spin up / spin down), the calculation gives -7.2 / -6.8 eV. Its energy above the lowest of the compared OMol25 structures with the same formula, charge and spin is 40.0 kcal/mol. Its molar mass is 1154.97 u. As for the expectation value of S²: 2.031.

```
104
Properties=species:S:1:pos:R:3:lowdin_spin:R:1
W -0.780 0.627 -0.547 1.6910
O 1.546 -1.660 0.941 0.0040
C 1.032 -2.929 1.136 0.0000
C 1.546 -3.829 2.056 0.0002
C 1.029 -5.113 2.098 -0.0003
C -0.004 -5.477 1.247 -0.0002
C -0.578 -4.545 0.402 -0.0009
C -0.067 -3.252 0.345 -0.0019
P -0.772 -1.956 -0.753 0.0227
C -2.536 -2.449 -0.546 0.0046
C -3.328 -3.271 -1.337 -0.0003
C -4.654 -3.493 -0.999 0.0011
C -5.203 -2.907 0.128 0.0005
C -4.415 -2.108 0.941 0.0010
C -3.093 -1.888 0.606 0.0063
C 0.042 -2.446 -2.328 0.0129
C 1.399 -2.120 -2.380 0.0062
C 2.160 -2.403 -3.497 0.0006
C 1.566 -3.004 -4.596 0.0019
C 0.216 -3.310 -4.563 0.0019
C -0.547 -3.042 -3.438 0.0018
C 2.866 -1.529 0.566 -0.0001
C 3.821 -2.526 0.502 0.0001
C 5.106 -2.188 0.106 -0.0006
C 5.426 -0.884 -0.234 -0.0001
C 4.456 0.104 -0.211 -0.0008
C 3.163 -0.221 0.174 -0.0015
P 1.732 0.901 0.385 0.0021
C 2.443 2.417 -0.353 0.0025
C 2.605 3.649 0.273 -0.0004
C 3.117 4.725 -0.433 0.0002
C 3.465 4.591 -1.768 -0.0013
C 3.323 3.362 -2.396 0.0010
C 2.816 2.287 -1.693 0.0005
C 1.882 1.038 2.202 -0.0009
C 0.981 0.342 3.003 0.0028
C 1.069 0.413 4.381 0.0003
C 2.071 1.165 4.970 0.0002
C 3.019 1.792 4.177 -0.0001
C 2.939 1.722 2.798 -0.0006
H 2.338 -3.522 2.722 0.0000
H 1.443 -5.828 2.791 0.0000
H -0.374 -6.490 1.257 0.0000
H -1.415 -4.826 -0.218 0.0000
H -2.935 -3.751 -2.217 0.0000
H -5.258 -4.127 -1.629 0.0000
H -6.235 -3.085 0.386 0.0000
H -4.833 -1.659 1.829 0.0001
H -2.454 -1.297 1.258 0.0029
H 1.864 -1.621 -1.544 0.0011
H 3.207 -2.141 -3.510 0.0000
H 2.146 -3.228 -5.477 0.0001
H -0.255 -3.755 -5.426 0.0001
H -1.597 -3.276 -3.458 0.0000
H 3.583 -3.548 0.746 0.0000
H 5.861 -2.955 0.070 0.0000
H 6.433 -0.629 -0.521 0.0000
H 4.710 1.111 -0.499 0.0000
H 2.363 3.778 1.318 -0.0001
H 3.246 5.672 0.068 0.0001
H 3.846 5.439 -2.315 -0.0001
H 3.611 3.244 -3.429 0.0001
H 2.715 1.326 -2.183 0.0005
H 0.236 -0.295 2.541 0.0027
H 0.358 -0.127 4.987 0.0000
H 2.133 1.242 6.044 0.0000
H 3.833 2.328 4.639 0.0000
H 3.707 2.180 2.191 0.0000
Cl -3.481 3.232 0.686 0.0083
C -3.909 1.906 -0.313 0.0211
C -2.913 1.113 -0.904 -0.0240
C -3.418 0.260 -1.889 0.0237
Cl -2.175 -0.514 -2.808 -0.0034
C -4.752 0.040 -2.189 -0.0056
Cl -5.236 -1.088 -3.384 -0.0054
C -5.708 0.758 -1.462 0.0283
Cl -7.373 0.473 -1.710 0.0116
C -5.275 1.736 -0.562 -0.0063
Cl -6.433 2.722 0.230 -0.0044
C -0.534 3.270 1.301 0.0008
N -0.556 2.657 -0.016 -0.0119
C -0.344 3.427 -1.061 0.0148
C -0.110 2.817 -2.299 0.0103
C 0.254 3.290 -3.573 0.0574
C 0.553 2.170 -4.339 0.0175
C 0.354 1.054 -3.526 0.0501
N -0.049 1.422 -2.299 0.0279
C -1.284 2.538 2.383 0.0015
C -1.538 3.207 3.577 -0.0004
C -2.228 2.593 4.603 0.0016
C -2.681 1.295 4.444 0.0001
C -2.422 0.608 3.268 0.0019
C -1.712 1.227 2.253 0.0054
H -0.906 4.301 1.247 -0.0004
H 0.511 3.322 1.641 -0.0009
H -0.287 4.508 -0.961 -0.0003
H 0.296 4.317 -3.878 0.0026
H 0.877 2.144 -5.361 0.0001
H 0.469 0.015 -3.789 0.0013
H -1.197 4.224 3.690 -0.0001
H -2.421 3.126 5.521 0.0001
H -3.235 0.812 5.231 0.0000
H -2.785 -0.404 3.173 -0.0001
H -1.486 0.676 1.290 0.0128
```

Below is C38H38CsN7O2 as an isolated structure, with properties calculated with ωB97M-V with the def2-TZVPD basis set.

Its highest occupied orbital energy is -1.338 eV. The net charge is -2. For the LUMO energy, the calculation gives 3.4 eV. Its molar mass is 757.67 u.

```
86
Properties=species:S:1:pos:R:3:mulliken_charge:R:1
Cs 1.235 -1.542 1.269 1.7261
C -0.277 1.768 3.736 -0.4276
C -1.359 1.862 2.650 -0.9819
C -1.351 0.769 1.571 -1.1700
N -1.242 -0.539 2.166 0.6139
C -2.253 -1.217 2.587 -0.0872
C -3.638 -0.891 2.351 -0.3812
C -4.769 -1.254 3.045 -0.3115
C -4.915 -1.983 4.228 -0.5417
C -3.865 -2.589 4.923 -0.4595
C -2.552 -2.795 4.570 -0.9483
C -1.868 -2.488 3.329 0.5285
N -0.858 -3.137 2.857 -0.1964
C -0.392 -4.313 3.566 -1.4989
C 0.679 -4.041 4.646 0.1202
C 2.140 -3.893 4.174 -1.4671
N 2.468 -2.569 3.692 -0.1725
C 2.950 -1.697 4.513 0.3577
C 3.177 -1.889 5.929 -0.6646
C 4.139 -1.316 6.730 -0.4777
C 5.152 -0.402 6.429 -0.4854
C 5.289 0.275 5.210 -0.1619
C 4.449 0.340 4.127 -0.9820
C 3.164 -0.303 3.944 0.3614
N 2.162 0.152 3.278 0.0950
C 2.118 1.469 2.690 -0.6440
C 1.109 2.357 3.437 -1.0142
H -0.163 0.726 4.039 0.1589
H -0.663 2.304 4.610 0.3698
H -1.319 2.845 2.163 0.4314
H -2.332 1.798 3.149 0.3527
H -0.481 0.907 0.911 0.1980
H -2.232 0.909 0.928 0.4484
H -3.799 -0.219 1.514 0.2122
H -5.695 -0.854 2.634 0.2784
H -5.906 -2.041 4.663 0.2700
H -4.133 -2.997 5.897 0.2776
H -1.951 -3.318 5.304 0.2556
H 0.042 -5.001 2.830 0.4640
H -1.225 -4.847 4.046 0.4734
H 0.648 -4.887 5.346 0.2994
H 0.399 -3.149 5.214 0.3376
H 2.301 -4.602 3.351 0.4151
H 2.806 -4.205 4.991 0.4840
H 2.536 -2.621 6.407 0.2877
H 4.135 -1.673 7.759 0.2732
H 5.881 -0.191 7.203 0.2763
H 6.180 0.897 5.127 0.2779
H 4.748 1.008 3.327 0.3008
H 1.811 1.365 1.638 0.0164
H 3.079 1.998 2.674 0.4015
H 1.004 3.303 2.889 0.3809
H 1.573 2.604 4.397 0.3454
C -1.868 4.272 -11.950 -0.8338
O -2.493 3.464 -10.984 -0.4312
C -1.750 3.149 -9.866 0.8831
C -0.454 3.586 -9.638 -0.2470
C 0.201 3.202 -8.472 -0.6681
C -0.406 2.390 -7.522 -0.2277
C -1.718 1.962 -7.770 0.1401
C -2.376 2.336 -8.924 -1.0336
N 0.363 2.063 -6.388 -0.5502
N -0.249 1.324 -5.554 0.1714
C 0.425 0.927 -4.445 -0.0353
C 1.760 1.291 -4.163 -0.3813
C 2.430 0.847 -3.064 -1.0526
C 1.833 -0.052 -2.108 0.3673
O 2.446 -0.495 -1.130 -0.7057
C 0.413 -0.415 -2.370 -0.4767
N -0.175 -1.214 -1.455 -0.0443
C -1.436 -1.546 -1.616 -0.4666
C -2.193 -1.118 -2.719 -0.8217
C -1.605 -0.318 -3.662 -0.1685
C -0.258 0.072 -3.509 1.2049
H -2.588 4.406 -12.754 0.2329
H -0.966 3.797 -12.351 0.3250
H -1.597 5.252 -11.543 0.3224
H 0.060 4.219 -10.348 0.3367
H 1.214 3.534 -8.281 0.4027
H -2.204 1.329 -7.040 0.3644
H -3.389 2.005 -9.118 0.3727
H 2.249 1.950 -4.870 0.3890
H 3.455 1.142 -2.872 0.3909
H -1.879 -2.166 -0.842 0.4088
H -3.230 -1.418 -2.809 0.4074
H -2.153 0.034 -4.524 0.4086
```

Below is an isolated ion of composition C15H23ClF2I2N2O5P and charge +1, with properties calculated with ωB97M-V with the def2-TZVPD basis set.

Its highest occupied orbital energy is -12.493 eV. The net charge is +1. For the LUMO energy, the calculation gives -5.0 eV. The structure (SMILES) is CC[C@@H](I)[N+]1=C(P(=O)(O)O)[C@H](N(C(=O)F)C(=O)F)[C@H](C[C@@H](C)Cl)[C@@H]1[C@@H](I)CC. Its molar mass is 669.59 u.

```
51
Properties=species:S:1:pos:R:3:mulliken_charge:R:1
C -4.252 -1.033 0.012 -1.6075
C -3.042 -0.677 -0.841 -0.2702
C -1.687 -0.920 -0.166 -0.5924
I -1.610 -0.487 1.927 0.0687
C -0.553 -0.329 -1.004 -0.8723
C -0.098 1.152 -1.003 0.4825
C -1.096 2.319 -1.048 -2.3605
C -1.761 2.855 0.227 0.5924
C -1.676 4.389 0.304 -1.7323
Cl -3.508 2.453 0.286 -0.1843
C 1.197 1.246 -0.135 0.4585
N 1.096 1.763 1.224 0.7410
C 1.978 1.251 2.226 0.2690
O 2.888 1.831 2.674 -0.4019
F 1.636 0.036 2.618 -0.2081
C 1.204 3.175 1.246 0.4750
O 1.537 3.856 0.347 -0.4233
F 0.787 3.642 2.401 -0.2429
C 1.656 -0.197 -0.290 -0.1374
P 3.403 -0.699 0.033 0.5723
O 4.204 0.434 0.473 -0.6636
O 3.794 -1.246 -1.397 -0.5363
O 3.350 -1.942 0.985 -0.4275
N 0.746 -0.991 -0.739 0.3361
C 0.966 -2.440 -0.960 -1.5103
I -0.174 -3.207 -2.601 0.2443
C 0.663 -3.258 0.304 0.1937
C 1.381 -4.607 0.241 -1.4754
H -5.086 -1.235 -0.658 0.4158
H -4.533 -0.247 0.701 0.3223
H -4.058 -1.971 0.529 0.3907
H -3.045 -1.376 -1.683 0.3245
H -3.107 0.316 -1.273 0.3118
H -1.553 -1.996 -0.204 0.5240
H -0.909 -0.465 -2.024 0.5118
H 0.357 1.218 -1.996 0.4790
H -1.865 2.070 -1.778 0.8935
H -0.550 3.149 -1.493 0.6702
H -1.347 2.459 1.145 0.2607
H -2.458 4.835 -0.303 0.4659
H -1.878 4.696 1.328 0.3742
H -0.690 4.752 0.035 0.4592
H 1.902 1.794 -0.764 0.3751
H 4.665 -0.900 -1.650 0.4062
H 3.948 -1.833 1.743 0.3863
H 2.000 -2.600 -1.238 0.7805
H -0.400 -3.464 0.390 0.4071
H 0.970 -2.708 1.189 0.3175
H 2.409 -4.501 -0.096 0.3433
H 1.344 -5.101 1.207 0.3892
H 0.855 -5.261 -0.451 0.4037
```

What did the third record say?
Below is an isolated ion of composition C15H23ClF2I2N2O5P and charge +1, with properties calculated with ωB97M-V with the def2-TZVPD basis set.

Its highest occupied orbital energy is -12.493 eV. The net charge is +1. For the LUMO energy, the calculation gives -5.0 eV. The structure (SMILES) is CC[C@@H](I)[N+]1=C(P(=O)(O)O)[C@H](N(C(=O)F)C(=O)F)[C@H](C[C@@H](C)Cl)[C@@H]1[C@@H](I)CC. Its molar mass is 669.59 u.

```
51
Properties=species:S:1:pos:R:3:mulliken_charge:R:1
C -4.252 -1.033 0.012 -1.6075
C -3.042 -0.677 -0.841 -0.2702
C -1.687 -0.920 -0.166 -0.5924
I -1.610 -0.487 1.927 0.0687
C -0.553 -0.329 -1.004 -0.8723
C -0.098 1.152 -1.003 0.4825
C -1.096 2.319 -1.048 -2.3605
C -1.761 2.855 0.227 0.5924
C -1.676 4.389 0.304 -1.7323
Cl -3.508 2.453 0.286 -0.1843
C 1.197 1.246 -0.135 0.4585
N 1.096 1.763 1.224 0.7410
C 1.978 1.251 2.226 0.2690
O 2.888 1.831 2.674 -0.4019
F 1.636 0.036 2.618 -0.2081
C 1.204 3.175 1.246 0.4750
O 1.537 3.856 0.347 -0.4233
F 0.787 3.642 2.401 -0.2429
C 1.656 -0.197 -0.290 -0.1374
P 3.403 -0.699 0.033 0.5723
O 4.204 0.434 0.473 -0.6636
O 3.794 -1.246 -1.397 -0.5363
O 3.350 -1.942 0.985 -0.4275
N 0.746 -0.991 -0.739 0.3361
C 0.966 -2.440 -0.960 -1.5103
I -0.174 -3.207 -2.601 0.2443
C 0.663 -3.258 0.304 0.1937
C 1.381 -4.607 0.241 -1.4754
H -5.086 -1.235 -0.658 0.4158
H -4.533 -0.247 0.701 0.3223
H -4.058 -1.971 0.529 0.3907
H -3.045 -1.376 -1.683 0.3245
H -3.107 0.316 -1.273 0.3118
H -1.553 -1.996 -0.204 0.5240
H -0.909 -0.465 -2.024 0.5118
H 0.357 1.218 -1.996 0.4790
H -1.865 2.070 -1.778 0.8935
H -0.550 3.149 -1.493 0.6702
H -1.347 2.459 1.145 0.2607
H -2.458 4.835 -0.303 0.4659
H -1.878 4.696 1.328 0.3742
H -0.690 4.752 0.035 0.4592
H 1.902 1.794 -0.764 0.3751
H 4.665 -0.900 -1.650 0.4062
H 3.948 -1.833 1.743 0.3863
H 2.000 -2.600 -1.238 0.7805
H -0.400 -3.464 0.390 0.4071
H 0.970 -2.708 1.189 0.3175
H 2.409 -4.501 -0.096 0.3433
H 1.344 -5.101 1.207 0.3892
H 0.855 -5.261 -0.451 0.4037
```